[1]
{
  "formula": "C48H47F6N5O4P2S4Tc",
  "method": "ωB97M-V/def2-TZVPD",
  "energy_ev": -146588.8351,
  "orbital_gap_ev": [8.7, 6.3],
  "lumo_energy_ha": [-0.1636, -0.2561],
  "relative_energy_kj_mol": 0.0,
  "multiplicity": 4,
  "charge": 2,
  "symbols": ["Tc", "C", "C", "C", "C", "C", "C", "C", "C", "S", "C", "N", "C", "C", "C", "C", "C", "C", "C", "C", "H", "H", "H", "H", "H", "H", "H", "H", "H", "H", "H", "H", "H", "H", "H", "H", "F", "C", "F", "F", "S", "O", "O", "N", "S", "O", "O", "C", "F", "F", "F", "C", "N", "P", "C", "C", "C", "C", "C", "C", "C", "C", "C", "C", "C", "C", "P", "C", "C", "C", "C", "C", "C", "C", "C", "C", "C", "C", "C", "H", "H", "H", "H", "H", "H", "H", "H", "H", "H", "H", "H", "H", "H", "H", "H", "H", "H", "H", "H", "H", "H", "H", "S", "C", "N", "C", "C", "C", "N", "H", "H", "H", "H", "H", "H", "H", "H"],
  "positions_angstrom": [[-0.0289, -0.0854, -0.4167], [2.0688, 6.1331, -2.7826], [1.8708, 5.7400, -1.3114], [2.5029, 6.8062, -0.4052], [0.3713, 5.6940, -1.0125], [2.5528, 4.3924, -1.0787], [3.9609, 4.3217, -1.1463], [4.6597, 3.1639, -0.8974], [3.9297, 2.0187, -0.5863], [4.5041, 0.4664, -0.0685], [2.8905, -0.0623, 0.1140], [1.9731, 0.8067, -0.2339], [2.5375, 2.0393, -0.5932], [1.8437, 3.2328, -0.8182], [2.4876, -1.3333, 0.7720], [2.5425, -1.1984, 2.3167], [3.2217, -3.4704, 1.7071], [2.1621, -4.3477, 0.9925], [0.7081, -3.7950, 0.9689], [1.0009, -1.6903, 0.4228], [1.6100, 7.1047, -2.9725], [1.6081, 5.4004, -3.4458], [3.1273, 6.2086, -3.0361], [1.9995, 7.7615, -0.5578], [3.5606, 6.9597, -0.6156], [2.4040, 6.5379, 0.6502], [-0.0528, 6.6877, -1.1595], [0.1744, 5.4052, 0.0245], [-0.1587, 5.0118, -1.6736], [4.5217, 5.2150, -1.3846], [5.7407, 3.1503, -0.9248], [0.7655, 3.2421, -0.7558], [2.8996, -0.3010, 2.8039], [4.1229, -4.0374, 1.9269], [2.2422, -5.4242, 1.1072], [-0.0757, -4.5428, 1.0562], [-2.1377, 0.2059, -3.8310], [-1.8335, 1.4772, -4.1055], [-2.8557, 2.2449, -3.7652], [-1.5772, 1.5983, -5.3928], [-0.3562, 1.9906, -3.1268], [-0.6962, 1.5594, -1.7565], [-0.2418, 3.3883, -3.3404], [0.8670, 1.2240, -3.7236], [1.4281, -0.1710, -3.3053], [2.8192, -0.1535, -3.0100], [0.5523, -0.8774, -2.3411], [1.2163, -1.1865, -4.8311], [-0.0609, -1.1757, -5.2030], [1.5838, -2.4307, -4.5594], [1.9640, -0.6882, -5.7928], [-3.7541, -2.4208, 1.4230], [-2.3339, -2.1655, 1.0800], [-1.1972, -2.1457, 2.2885], [-1.6026, -3.3813, 3.5196], [-1.9350, -4.6979, 3.1822], [-2.1787, -5.6203, 4.1831], [-2.0954, -5.2376, 5.5180], [-1.7742, -3.9321, 5.8565], [-1.5318, -2.9993, 4.8592], [0.5034, -2.4237, 1.7073], [1.4137, -2.0305, 2.8590], [2.8197, -2.5777, 2.8525], [3.3293, -2.5885, 0.4383], [2.4558, -3.5956, -0.3437], [1.0201, -3.0461, -0.3533], [-2.0009, -1.5149, -0.5063], [-2.0046, -3.0131, -1.5246], [-1.7997, -2.8720, -2.8967], [-1.7533, -3.9899, -3.7130], [-1.9148, -5.2578, -3.1693], [-2.1367, -5.4034, -1.8079], [-2.1809, -4.2850, -0.9883], [-3.5098, -0.6532, -0.9922], [-4.5246, -1.3277, -1.6770], [-5.6771, -0.6561, -2.0481], [-5.8264, 0.6902, -1.7412], [-4.8215, 1.3667, -1.0651], [-3.6633, 0.7018, -0.6949], [-4.1906, -3.0816, 0.6754], [-4.3094, -1.4845, 1.4350], [-3.8230, -2.8977, 2.3964], [-2.0088, -5.0020, 2.1463], [-2.4352, -6.6390, 3.9260], [-2.2892, -5.9632, 6.2964], [-1.7203, -3.6369, 6.8952], [-1.2980, -1.9748, 5.1230], [0.9916, -1.7973, 3.8290], [3.2905, -2.6952, 3.8182], [4.3301, -2.3658, 0.0707], [2.8559, -4.0781, -1.2294], [0.4291, -3.1562, -1.2520], [-1.6749, -1.8930, -3.3316], [-1.5918, -3.8704, -4.7760], [-1.8769, -6.1298, -3.8081], [-2.2806, -6.3883, -1.3838], [-2.3559, -4.4123, 0.0710], [-4.4131, -2.3740, -1.9302], [-6.4576, -1.1821, -2.5808], [-6.7257, 1.2137, -2.0372], [-4.9325, 2.4186, -0.8383], [-2.8803, 1.2466, -0.1859], [-0.9457, 0.8912, 1.5501], [-0.0078, 2.1779, 2.2743], [1.3082, 2.1594, 2.3210], [2.1344, 3.2673, 2.8134], [1.3240, 4.5504, 2.7884], [-0.0214, 4.3252, 3.4586], [-0.6794, 3.1778, 2.8249], [1.7467, 1.3895, 1.8401], [3.0061, 3.3401, 2.1623], [2.4775, 3.0380, 3.8240], [1.1706, 4.8644, 1.7547], [1.8674, 5.3414, 3.3022], [-0.6706, 5.1893, 3.3348], [0.0948, 4.1381, 4.5280], [-1.6838, 3.1527, 2.7469]],
  "forces_ev_per_a": [[0.08, 0.13, -0.03], [0.01, 0.01, -0.02], [-0.01, -0.01, -0.01], [0.01, -0.01, 0.02], [0.00, 0.01, 0.01], [-0.02, -0.01, -0.01], [0.00, 0.02, 0.00], [0.00, -0.02, 0.01], [-0.02, -0.01, -0.01], [0.01, -0.01, 0.01], [-0.03, 0.09, -0.04], [-0.03, -0.01, 0.02], [-0.05, -0.02, 0.05], [0.05, 0.01, 0.04], [0.00, 0.00, -0.01], [0.00, 0.00, 0.00], [0.01, 0.01, -0.01], [0.00, 0.02, 0.01], [0.01, 0.03, 0.00], [-0.01, -0.05, 0.05], [0.00, 0.00, 0.00], [0.00, -0.01, 0.00], [-0.01, 0.00, 0.00], [0.00, 0.00, 0.00], [0.00, 0.00, 0.00], [0.01, 0.02, -0.02], [0.00, 0.01, 0.01], [-0.03, 0.01, -0.02], [0.00, -0.02, -0.01], [0.00, 0.00, 0.00], [0.00, 0.00, 0.00], [-0.01, 0.00, -0.01], [0.02, -0.01, 0.00], [0.00, 0.00, 0.00], [0.00, 0.00, 0.00], [0.00, 0.00, -0.01], [0.00, -0.03, 0.01], [-0.02, 0.01, -0.02], [0.01, 0.01, 0.00], [-0.01, 0.01, -0.01], [0.05, -0.01, -0.01], [-0.06, -0.04, -0.01], [0.00, -0.01, 0.02], [-0.06, -0.02, 0.03], [-0.02, 0.01, 0.00], [0.01, -0.03, -0.01], [0.06, 0.04, -0.05], [0.00, 0.01, -0.04], [-0.02, 0.00, 0.02], [0.01, -0.02, 0.03], [0.01, 0.00, 0.02], [0.01, 0.00, 0.02], [-0.05, -0.07, -0.06], [0.03, 0.10, 0.10], [-0.03, -0.05, -0.02], [0.00, 0.01, 0.00], [0.00, 0.01, 0.01], [0.00, -0.01, -0.01], [0.00, 0.01, 0.00], [0.01, 0.00, 0.00], [-0.02, -0.11, -0.06], [0.05, -0.02, 0.00], [-0.04, 0.01, 0.02], [0.00, -0.02, 0.00], [0.00, 0.00, 0.01], [-0.01, 0.00, 0.03], [0.05, 0.05, 0.01], [0.03, -0.01, 0.01], [0.02, 0.00, -0.01], [0.00, -0.01, 0.00], [0.00, 0.01, 0.00], [0.00, 0.00, -0.01], [0.00, 0.00, 0.02], [-0.04, -0.01, -0.03], [0.01, 0.00, 0.01], [0.00, 0.01, 0.02], [-0.01, 0.00, 0.00], [0.02, 0.00, -0.01], [0.00, 0.01, -0.02], [0.00, 0.00, 0.00], [-0.01, 0.00, 0.00], [0.01, 0.00, 0.01], [0.00, 0.00, -0.01], [0.00, 0.00, 0.00], [0.00, 0.00, 0.00], [0.00, 0.00, 0.00], [0.00, 0.00, 0.00], [-0.01, -0.01, 0.00], [0.01, -0.01, 0.00], [0.00, 0.01, -0.01], [0.00, 0.00, 0.00], [-0.04, 0.00, -0.04], [0.02, 0.02, 0.00], [0.00, 0.00, 0.00], [0.00, 0.00, 0.00], [0.00, 0.00, 0.00], [0.01, 0.00, 0.01], [-0.01, 0.00, 0.00], [0.00, 0.00, 0.00], [0.00, 0.00, 0.00], [0.00, 0.00, 0.00], [-0.01, -0.01, -0.01], [-0.02, -0.07, 0.02], [0.00, 0.07, -0.04], [0.00, -0.04, -0.01], [0.03, 0.01, 0.00], [-0.01, -0.01, 0.01], [0.00, 0.01, -0.01], [0.03, -0.01, -0.01], [0.00, 0.03, 0.01], [-0.01, 0.02, -0.01], [0.00, -0.01, 0.00], [0.02, -0.02, 0.04], [0.00, 0.00, 0.01], [0.00, 0.00, 0.01], [0.00, -0.01, 0.00], [0.01, 0.00, -0.01]],
  "lowdin_spin": [1.798, 0.000, 0.000, 0.000, 0.000, 0.000, 0.000, 0.000, 0.001, -0.001, 0.000, 0.004, 0.003, 0.001, 0.010, 0.001, 0.001, 0.009, 0.026, 0.003, 0.000, 0.000, 0.000, 0.000, 0.000, 0.000, 0.000, 0.000, 0.000, 0.000, 0.000, 0.000, 0.000, 0.000, 0.001, 0.000, 0.000, 0.001, 0.000, 0.001, 0.007, 0.055, 0.002, 0.003, 0.002, 0.001, 0.016, -0.001, 0.000, 0.000, 0.000, 0.008, 0.182, 0.445, 0.077, 0.016, 0.004, 0.004, -0.001, 0.016, 0.087, 0.010, 0.001, 0.000, 0.003, 0.015, 0.021, 0.004, 0.000, 0.001, -0.002, 0.000, 0.000, 0.010, 0.002, 0.001, 0.001, 0.000, 0.002, 0.004, 0.003, 0.001, 0.000, 0.001, 0.000, 0.000, 0.006, 0.004, 0.000, 0.000, 0.001, 0.000, 0.000, 0.000, 0.000, 0.000, 0.000, 0.000, 0.000, 0.000, 0.000, 0.001, 0.088, 0.015, 0.008, 0.001, 0.000, 0.001, 0.013, 0.000, 0.000, 0.000, 0.000, 0.000, 0.000, 0.001, 0.000]
}


[2]
{
  "formula": "C32H63O15",
  "method": "ωB97M-V/def2-TZVPD",
  "energy_ev": -64920.1005,
  "orbital_gap_ev": 6.0,
  "lumo_energy_ha": 0.0548,
  "charge": -1,
  "symbols": ["C", "C", "O", "C", "C", "C", "C", "C", "C", "O", "O", "H", "H", "H", "H", "H", "H", "H", "H", "H", "H", "H", "H", "H", "H", "H", "O", "C", "O", "C", "C", "C", "H", "H", "H", "H", "H", "H", "H", "H", "O", "C", "O", "C", "C", "C", "H", "H", "H", "H", "H", "H", "H", "H", "O", "C", "O", "C", "C", "C", "H", "H", "H", "H", "H", "H", "H", "H", "O", "C", "O", "C", "C", "C", "H", "H", "H", "H", "H", "H", "H", "H", "O", "C", "O", "C", "C", "C", "H", "H", "H", "H", "H", "H", "H", "H", "O", "C", "O", "C", "C", "C", "H", "H", "H", "H", "H", "H", "H", "H"],
  "positions_angstrom": [[-1.0771, 2.5432, 2.2661], [0.0195, 1.9200, 1.4360], [0.3765, 0.6700, 2.0068], [1.6712, 0.2233, 1.6411], [1.6933, -1.2908, 1.5456], [0.7030, -1.8395, 0.5109], [1.3044, -2.0711, -0.8818], [0.3979, -1.6460, -2.0279], [0.2669, -0.1164, -2.2505], [0.8325, 0.6303, -1.4127], [-0.3980, 0.2199, -3.2578], [-0.7699, 2.6444, 3.3069], [-1.9690, 1.9154, 2.2609], [-1.3393, 3.5281, 1.8759], [-0.2767, 1.7623, 0.3943], [0.9027, 2.5744, 1.4091], [2.3841, 0.5609, 2.4088], [1.9494, 0.6461, 0.6715], [2.7097, -1.5825, 1.2563], [1.5144, -1.7124, 2.5392], [-0.1193, -1.1264, 0.4266], [0.2741, -2.7718, 0.8905], [2.2420, -1.5127, -0.9632], [1.5453, -3.1331, -1.0009], [0.7146, -2.0970, -2.9711], [-0.6175, -2.0172, -1.8418], [0.7877, -5.8382, -3.7067], [-0.1684, -5.5652, -4.3815], [-0.6670, -4.3201, -4.3424], [-1.7363, -3.8762, -5.1863], [-3.0946, -4.2608, -4.6396], [-0.8571, -6.6152, -5.2275], [-1.5894, -4.2314, -6.2080], [-1.6182, -2.7938, -5.1930], [-3.2348, -5.3421, -4.6087], [-3.8781, -3.8364, -5.2689], [-3.2085, -3.8639, -3.6311], [-1.5556, -7.1563, -4.5889], [-0.0943, -7.3065, -5.5789], [-1.4132, -6.2280, -6.0761], [-2.7884, 2.8916, 5.2597], [-2.3230, 3.5197, 6.1671], [-1.2693, 4.3306, 5.9082], [-0.6954, 5.1880, 6.8986], [0.2399, 4.4437, 7.8266], [-2.8323, 3.3873, 7.5845], [-1.4796, 5.7105, 7.4514], [-0.1595, 5.9365, 6.3166], [-0.2833, 3.6854, 8.4062], [0.7093, 5.1346, 8.5294], [1.0230, 3.9493, 7.2516], [-2.3452, 2.5221, 8.0363], [-3.8997, 3.1905, 7.5317], [-2.6455, 4.2472, 8.2210], [6.0108, 2.2952, -6.5481], [4.8971, 2.2621, -6.0849], [4.7509, 2.0062, -4.7762], [3.5190, 2.3433, -4.0961], [2.4249, 1.3118, -4.1644], [3.6756, 2.4603, -6.9524], [3.1874, 3.3110, -4.4765], [3.8307, 2.4892, -3.0622], [2.1028, 1.1172, -5.1881], [1.5541, 1.6343, -3.5938], [2.7549, 0.3695, -3.7270], [3.5162, 1.5331, -7.5048], [3.9042, 3.2506, -7.6633], [2.7626, 2.7155, -6.4287], [1.6384, 5.0133, -5.9663], [1.0622, 5.4721, -5.0180], [0.6514, 6.7634, -5.0920], [-0.1425, 7.3713, -4.0698], [0.6957, 7.8744, -2.9134], [0.8164, 4.6779, -3.7578], [-0.9260, 6.6904, -3.7359], [-0.6315, 8.2027, -4.5763], [1.2016, 7.0569, -2.4002], [0.0620, 8.3897, -2.1901], [1.4508, 8.5727, -3.2745], [1.7242, 4.7156, -3.1538], [0.6433, 3.6407, -4.0362], [-0.0144, 5.0256, -3.1522], [-3.9657, -8.2828, -5.4066], [-3.4625, -9.2972, -5.8012], [-3.7485, -9.7063, -7.0586], [-3.0981, -10.8253, -7.6706], [-3.7398, -12.1428, -7.2901], [-2.5741, -10.1442, -4.9187], [-2.0298, -10.8136, -7.4518], [-3.2103, -10.6413, -8.7379], [-3.6487, -12.3415, -6.2223], [-3.2599, -12.9597, -7.8306], [-4.7987, -12.1311, -7.5476], [-3.2201, -10.7635, -4.2951], [-2.0184, -9.4765, -4.2660], [-1.8804, -10.7905, -5.4475], [-0.5766, 2.3474, 10.4568], [-0.0652, 2.9041, 11.3885], [1.0473, 3.6356, 11.1604], [1.6886, 4.4125, 12.1784], [2.6194, 3.5792, 13.0326], [-0.5972, 2.7600, 12.7950], [0.9485, 4.9433, 12.7786], [2.2495, 5.1611, 11.6211], [2.0779, 2.8147, 13.5901], [3.1396, 4.2179, 13.7475], [3.3605, 3.0853, 12.4051], [-0.1998, 1.8308, 13.2052], [-1.6773, 2.6622, 12.7299], [-0.3409, 3.5716, 13.4689]],
  "forces_ev_per_a": [[0.00, -0.17, 0.07], [0.17, -0.04, -0.19], [-0.06, -0.02, 0.23], [0.01, 0.09, -0.17], [0.06, -0.07, -0.03], [-0.09, 0.10, 0.05], [0.12, 0.05, -0.05], [-0.19, 0.07, 0.08], [-0.05, -0.29, 0.09], [-0.01, 0.14, -0.19], [0.04, 0.13, 0.06], [0.02, 0.08, -0.01], [-0.02, 0.03, -0.05], [-0.03, 0.00, 0.00], [0.00, 0.04, 0.00], [-0.02, 0.04, 0.10], [0.07, 0.02, -0.07], [-0.04, -0.03, -0.01], [0.02, -0.04, 0.12], [-0.10, 0.00, 0.00], [-0.01, -0.03, 0.04], [-0.04, -0.02, -0.07], [-0.01, 0.00, -0.01], [0.09, 0.02, 0.01], [0.00, 0.01, 0.01], [0.01, -0.04, -0.10], [0.02, -0.02, -0.01], [-0.16, 0.02, 0.01], [0.19, -0.13, 0.02], [-0.03, 0.14, 0.02], [0.03, -0.03, 0.05], [0.06, 0.01, -0.11], [0.02, -0.01, 0.01], [-0.02, 0.01, 0.01], [-0.01, 0.00, -0.02], [0.00, 0.01, 0.00], [-0.01, 0.00, 0.00], [-0.03, 0.03, -0.01], [0.00, -0.02, 0.05], [-0.03, 0.00, 0.02], [-0.13, 0.03, 0.08], [0.17, -0.05, -0.03], [-0.11, 0.06, 0.01], [0.01, -0.02, 0.03], [0.02, -0.04, -0.04], [-0.03, 0.01, -0.04], [-0.01, 0.00, -0.02], [0.03, -0.01, 0.02], [0.05, 0.02, 0.02], [0.00, 0.02, -0.02], [0.01, 0.02, 0.00], [0.01, 0.01, 0.02], [0.01, -0.03, 0.00], [-0.01, 0.01, 0.00], [-0.04, -0.12, -0.05], [0.08, 0.06, 0.07], [-0.07, -0.08, -0.06], [-0.05, 0.29, 0.13], [0.16, -0.21, -0.21], [0.03, 0.11, -0.04], [-0.05, 0.02, 0.00], [0.00, -0.03, 0.00], [-0.01, 0.01, 0.03], [0.05, -0.08, 0.07], [-0.03, 0.00, 0.03], [0.01, 0.00, 0.00], [0.01, -0.04, -0.06], [0.03, 0.03, 0.03], [0.07, 0.03, 0.00], [-0.10, -0.05, 0.12], [-0.01, -0.05, -0.04], [-0.01, 0.02, 0.02], [0.04, -0.01, -0.02], [-0.07, 0.00, -0.13], [0.01, 0.00, -0.01], [0.00, 0.01, 0.02], [-0.03, 0.00, 0.00], [0.00, 0.00, 0.00], [0.00, 0.00, 0.01], [-0.01, -0.02, 0.03], [0.01, 0.00, 0.04], [0.02, -0.02, 0.02], [0.01, -0.01, 0.02], [-0.04, -0.01, 0.01], [0.07, 0.02, 0.02], [-0.02, 0.00, -0.02], [-0.03, 0.02, 0.02], [0.04, 0.05, -0.04], [0.00, 0.01, 0.00], [0.00, -0.02, 0.00], [0.01, -0.01, -0.01], [0.00, 0.00, -0.01], [0.00, -0.01, 0.00], [0.00, -0.01, 0.00], [-0.03, 0.00, 0.02], [-0.01, -0.01, 0.00], [-0.09, 0.00, 0.04], [0.12, -0.04, -0.04], [-0.08, 0.04, 0.02], [0.03, 0.00, 0.00], [0.00, -0.03, -0.02], [-0.02, 0.03, -0.03], [-0.01, 0.00, -0.01], [0.01, 0.00, 0.02], [0.00, 0.02, 0.01], [0.01, 0.00, 0.00], [0.00, 0.00, 0.01], [0.00, 0.00, 0.01], [0.00, -0.02, 0.00], [0.00, 0.00, 0.00]],
  "mulliken_charge": [-1.321, 0.181, -0.330, -0.316, -1.100, -0.524, -0.680, -0.486, 0.368, -0.546, -0.808, 0.237, 0.290, 0.424, 0.144, 0.244, 0.334, 0.224, 0.429, 0.365, 0.337, 0.472, 0.265, 0.417, 0.218, 0.225, -0.592, 0.672, -0.341, -0.452, -0.854, -0.873, 0.357, 0.418, 0.138, 0.368, 0.301, 0.085, 0.415, 0.317, -0.527, 0.812, -0.366, -0.578, -0.520, -1.019, 0.380, 0.347, -0.006, 0.301, 0.301, 0.236, 0.355, 0.294, -0.627, 0.686, -0.395, -0.390, -0.239, -0.590, 0.286, 0.293, 0.139, -0.244, 0.330, 0.216, 0.277, 0.136, -0.519, 0.646, -0.401, -0.377, -0.927, -0.715, 0.384, 0.307, 0.271, 0.340, 0.289, 0.272, 0.126, 0.357, -0.561, 0.779, -0.367, -0.419, -0.926, -0.984, 0.343, 0.318, 0.274, 0.346, 0.293, 0.296, 0.335, 0.316, -0.536, 0.802, -0.346, -0.436, -0.990, -1.089, 0.360, 0.340, 0.273, 0.362, 0.311, 0.289, 0.312, 0.340]
}